C36H90O18 | ωB97M-V with the def2-TZVPD basis set

```
144
Properties=species:S:1:pos:R:3:forces:R:3:mulliken_charge:R:1
C -2.678199 -3.055992 4.068977 0.457 -0.111 0.222 -0.76
O -2.491841 -1.753271 3.539022 -0.394 0.486 -0.595 -0.35
C -1.225168 -1.484876 3.011871 1.565 -1.011 0.969 -0.25
C -0.867512 -2.117729 1.678816 -1.128 1.101 0.240 0.28
O -0.892970 -3.519479 1.713728 0.231 -0.176 -0.163 -0.41
C -0.825098 -4.029865 0.413682 0.101 -0.639 -1.058 -0.74
H -3.579396 -3.479501 3.630782 -0.121 -0.003 0.211 0.28
H -2.723318 -3.000989 5.161641 -0.391 0.075 -0.046 0.28
H -1.853810 -3.735243 3.851220 0.038 0.136 -0.259 0.32
H -0.488104 -1.821882 3.765966 0.093 -0.045 -0.177 0.28
H -1.000820 -0.420248 2.912724 -0.751 0.160 0.050 -0.10
H 0.092258 -1.674307 1.381653 0.155 -0.404 -0.189 0.33
H -1.636320 -1.740829 0.985663 0.169 -0.174 -0.277 -0.17
H -1.656959 -3.701299 -0.225383 0.032 0.357 0.176 0.33
H -0.883216 -5.120640 0.366695 -0.009 0.014 0.726 0.37
H 0.118302 -3.788490 -0.096480 -0.023 0.303 0.165 0.28
C 7.260522 -0.291660 -5.217823 -0.496 0.294 -0.215 -0.56
O 6.547632 -1.429901 -4.807088 0.528 -0.474 -0.188 -0.42
C 5.303847 -1.130764 -4.216353 -0.154 -0.337 -0.262 -0.35
C 4.170491 -1.106392 -5.244234 0.286 0.659 0.624 0.12
O 3.945832 -2.374152 -5.786669 -0.062 -0.078 -0.378 -0.47
C 3.294062 -3.296872 -4.936036 -0.048 0.083 -0.649 -0.55
H 7.532413 0.285760 -4.327638 0.008 0.332 -0.219 0.20
H 6.649265 0.282069 -5.929693 0.056 0.343 0.298 0.20
H 8.160343 -0.531473 -5.780554 0.036 -0.541 0.256 0.32
H 5.369382 -0.208513 -3.624465 -0.179 0.001 -0.028 0.22
H 5.087003 -1.976500 -3.562312 0.096 0.193 0.314 0.24
H 4.404945 -0.415994 -6.057906 0.089 -0.212 -0.161 0.22
H 3.273406 -0.686821 -4.757778 -0.091 -0.247 0.030 0.05
H 2.385356 -2.836004 -4.533444 0.094 -0.083 0.309 0.06
H 3.948294 -3.705946 -4.163643 -0.116 0.162 0.205 0.31
H 2.998429 -4.121707 -5.584181 -0.039 -0.049 0.086 0.32
C 2.158526 0.218535 4.547293 0.863 -0.300 -0.828 -0.56
O 2.444144 1.405772 5.242433 -0.196 -0.133 0.135 -0.19
C 3.604627 2.038011 4.728077 -0.140 -0.113 0.646 -0.45
C 3.597082 3.510234 5.083848 0.758 -0.070 -0.478 -0.51
O 3.782662 3.813903 6.439731 -0.302 0.140 0.367 -0.41
C 2.682516 3.509093 7.265392 -0.782 -0.635 0.374 -0.13
H 1.393989 -0.394354 5.014734 -0.373 0.524 0.110 0.21
H 3.031683 -0.450153 4.462971 0.132 0.211 0.265 0.47
H 1.935831 0.487965 3.505499 -0.515 -0.270 0.055 0.05
H 3.649831 1.934263 3.636527 0.001 0.034 -0.018 0.44
H 4.484169 1.558704 5.177007 0.093 0.014 -0.189 0.29
H 2.710187 3.977375 4.636803 -0.109 0.098 0.315 0.21
H 4.487604 3.941430 4.615351 -0.173 0.041 -0.221 0.37
H 2.700727 2.478279 7.637515 0.194 -0.015 -0.211 0.21
H 1.731620 3.604196 6.729993 0.073 0.146 -0.078 -0.19
H 2.629445 4.137408 8.155530 0.421 0.348 -0.251 0.31
C -5.904595 -3.576852 -4.947390 -1.100 -0.657 0.312 -0.78
O -5.959453 -2.999806 -3.660124 -0.331 0.000 -0.048 -0.28
C -6.257520 -1.636849 -3.717653 1.869 1.383 -0.689 -0.51
C -6.245800 -0.976104 -2.350213 -0.680 -0.331 -0.017 -0.50
O -5.162087 -1.353289 -1.550248 0.096 -0.330 0.482 -0.32
C -3.974180 -0.706436 -1.841003 0.698 1.886 -1.238 -0.37
H -5.800026 -4.650959 -4.797239 0.254 0.032 -0.022 0.25
H -5.116822 -3.219529 -5.614466 0.110 0.324 0.233 0.31
H -6.892670 -3.444220 -5.408191 0.216 0.097 -0.368 0.33
H -7.119373 -1.301489 -4.313495 -0.486 -0.711 0.335 0.43
H -5.431736 -1.154303 -4.286646 -0.032 -0.081 0.074 0.27
H -7.150074 -1.241292 -1.797084 0.096 -0.058 0.069 0.33
H -6.250771 0.111810 -2.503106 -0.059 -0.007 -0.022 0.36
H -4.113717 0.383256 -2.003179 -0.396 -0.035 0.521 0.35
H -3.525150 -0.923732 -2.825032 -0.007 -0.916 0.251 0.26
H -3.225954 -0.761453 -1.054360 -0.195 -0.566 0.160 -0.13
C -0.190086 1.581920 0.776026 0.326 -0.602 -0.027 0.01
O -0.940279 1.172902 -0.346929 -1.136 0.162 0.255 0.20
C -0.344561 1.436820 -1.593574 0.981 -0.153 0.708 -0.95
C 0.979366 0.666667 -1.739746 -0.277 0.362 -0.239 -0.09
O 0.919603 -0.700415 -1.463330 0.545 -0.911 0.442 -0.38
C 0.125379 -1.478398 -2.338261 -0.264 1.242 -0.221 0.25
H -0.784009 1.676310 1.686704 -0.515 0.064 -0.399 -0.80
H 0.282021 2.548874 0.571297 0.318 -0.131 0.153 0.51
H 0.507343 0.766015 1.004647 0.529 0.488 0.003 0.13
H -0.020314 2.488792 -1.639734 -0.410 0.088 -0.247 0.46
H -1.100429 1.215928 -2.343194 0.098 0.016 -0.135 0.28
H 1.671634 1.079196 -1.004920 0.058 -0.059 -0.008 0.42
H 1.413616 0.900764 -2.725761 -0.101 -0.258 -0.088 0.02
H -0.907517 -1.151317 -2.177663 -0.156 -0.315 -0.489 0.06
H 0.189274 -2.545875 -2.156355 0.341 0.074 0.452 -0.46
H 0.464823 -1.283931 -3.364931 -0.343 -0.089 -0.107 0.26
C 1.563671 4.049667 -4.100372 -0.162 0.522 0.534 -0.66
O 2.895189 4.139444 -4.531088 -0.133 0.011 -0.312 -0.39
C 3.493458 2.897629 -4.851921 -0.313 0.435 -0.118 0.11
C 4.958531 3.027216 -4.599372 0.701 -0.293 0.870 -0.09
O 5.178211 2.951933 -3.192962 -0.248 -0.198 -0.034 -0.32
C 6.541472 2.965234 -2.832670 0.022 0.270 -0.058 -0.79
H 1.213254 5.065852 -3.912222 0.120 0.038 -0.073 0.35
H 1.521678 3.536335 -3.131477 -0.144 -0.261 -0.169 0.19
H 0.857775 3.616150 -4.817667 0.267 -0.291 -0.084 0.31
H 3.326446 2.651176 -5.908454 -0.109 -0.029 0.023 0.39
H 3.063375 2.107442 -4.226086 0.152 -0.100 -0.014 -0.30
H 5.355420 3.985909 -4.948040 -0.169 -0.049 -0.368 0.41
H 5.505960 2.194834 -5.063203 -0.064 0.147 -0.225 0.04
H 6.857801 3.955685 -2.486107 -0.096 0.025 -0.050 0.30
H 7.170646 2.705004 -3.689669 0.082 -0.185 0.140 0.31
H 6.684960 2.259905 -2.014551 0.093 -0.071 -0.070 0.24
C -4.590059 2.947949 7.405657 -1.649 0.020 0.287 -0.75
O -3.255309 2.633559 7.205643 0.063 -0.225 -0.165 -0.39
C -2.869819 2.832195 5.865506 0.034 -0.007 -0.447 -0.14
C -1.449676 2.311298 5.745509 0.514 0.844 0.525 -0.52
O -0.908594 2.481470 4.451713 0.577 -0.533 -0.203 0.23
C -0.464954 3.794322 4.196522 -0.892 0.835 1.305 -1.01
H -4.905014 2.785740 8.438157 0.598 0.081 0.166 0.34
H -5.296688 2.312226 6.848740 0.397 -0.064 -0.339 0.31
H -4.854582 3.983946 7.151202 0.326 0.051 -0.052 0.28
H -2.956570 3.899429 5.611453 0.244 0.031 0.089 0.20
H -3.505330 2.331249 5.119877 -0.176 -0.261 0.376 0.24
H -1.373332 1.272548 6.061630 -0.219 -0.167 -0.404 0.28
H -0.827312 2.868804 6.461831 -0.036 -0.042 -0.001 0.11
H 0.017994 4.276819 5.063447 0.350 -0.607 0.052 0.28
H -1.360686 4.425708 4.120156 0.265 0.182 -0.902 0.26
H 0.233684 3.850238 3.369518 -0.308 -0.213 -0.329 0.28
C 4.453531 -7.411879 -3.549011 -0.548 0.633 0.176 -0.63
O 3.870684 -8.457479 -2.796183 0.014 -0.207 -0.230 -0.42
C 2.932348 -8.011708 -1.858071 -0.103 -0.018 0.883 -0.65
C 1.691932 -7.339113 -2.389741 -0.349 0.321 -0.579 -0.49
O 1.938876 -5.977675 -2.703217 0.052 -0.063 0.500 -0.22
C 0.788671 -5.262124 -3.070743 0.151 -0.235 -1.272 0.00
H 4.638553 -6.543562 -2.903053 0.343 -0.135 0.007 0.30
H 3.758094 -7.031749 -4.306376 0.101 -0.217 -0.144 0.19
H 5.367203 -7.766454 -4.013513 0.029 -0.105 0.043 0.32
H 3.415323 -7.361599 -1.110966 -0.042 0.189 -0.212 0.36
H 2.590258 -8.874808 -1.280688 0.161 -0.213 -0.275 0.37
H 0.876891 -7.397115 -1.656373 0.119 -0.077 0.123 0.42
H 1.344100 -7.843053 -3.304731 0.035 -0.142 0.112 0.33
H 0.024849 -5.132756 -2.297280 0.324 0.091 0.305 0.19
H 0.280556 -5.736411 -3.927252 0.019 -0.179 0.151 0.40
H 1.179040 -4.333913 -3.481618 -0.347 0.338 0.420 -0.40
C -3.206470 3.206828 2.105215 0.036 0.293 -0.604 -0.11
O -4.514788 3.210501 2.621437 -0.006 -0.090 0.335 -0.15
C -5.469355 3.701421 1.706392 -0.249 0.068 0.539 -0.39
C -6.866905 3.674939 2.292030 -0.624 -0.778 -0.636 -0.74
O -7.188337 4.559798 3.332327 0.592 -0.165 -0.195 -0.40
C -6.296006 4.561619 4.442256 -0.875 0.533 0.199 -0.63
H -3.210885 2.871110 1.058879 0.101 -0.247 0.114 0.36
H -2.577264 2.561139 2.712838 -0.143 -0.039 0.041 -0.46
H -2.765167 4.215022 2.088275 -0.111 0.007 0.140 0.22
H -5.488450 3.019892 0.846265 0.050 0.361 -0.288 0.35
H -5.254826 4.742841 1.427617 0.254 -0.141 -0.255 0.31
H -7.163676 2.635045 2.509474 0.383 0.059 0.531 0.35
H -7.543228 3.908668 1.461007 0.089 0.354 0.074 0.37
H -6.804497 5.248871 5.120687 0.341 -0.015 0.241 0.31
H -5.310685 4.950410 4.190186 0.042 -0.089 -0.033 0.21
H -6.211597 3.592222 4.938922 0.053 -0.135 -0.252 0.32
```
Positions in Å, forces in eV/Å.

As for the energy: -2779.49144 Eh. As for the SMILES: COCCOC.COCCOC.COCCOC.COCCOC.COCCOC.COCCOC.COCCOC.COCCOC.COCCOC. The energy relative to the best compared isomer or geometry (same formula, charge and spin) comes out at 1.868 eV. As for the LUMO energy: 0.38 eV. The value obtained for the gap between HOMO and LUMO is 0.360 Eh.